# 1
Formula: C2H12NO4
Source: the Open Molecules 2025 dataset
Level of theory: wB97M-V/def2-TZVPD

Structure (ORCA input):
```
! RIJCOSX wB97M-V def2-TZVPD def2/J DEFGRID3
* xyz 1 1
O 0.323 -2.593 1.643
C 0.629 -1.425 1.863
C -0.072 -0.179 1.327
N -0.050 0.061 -0.172
H 1.493 -1.331 2.682
H -1.118 -0.024 1.740
H 0.406 0.562 2.012
H 0.088 1.045 -0.503
H 0.674 -0.505 -0.752
H -0.836 -0.263 -0.722
H 2.586 -0.653 -2.715
H 2.976 -1.131 -1.446
O 2.159 -0.944 -1.973
H -0.966 1.530 -3.013
H -2.286 1.956 -3.018
O -1.598 1.828 -2.437
H -1.244 2.832 1.637
H -1.557 2.422 0.131
O -1.286 2.053 1.021
*
```

Output
Largest force on an atom: 0.081 hartree/bohr
E_LUMO: -3.618 eV
Relative energy (zero: lowest compared OMol25 entry of this formula, charge and spin): 46.7 kcal/mol
Molar mass: 114.12 g mol⁻¹

***

# 2
Formula: C43H30IrN2P
Source: the Open Molecules 2025 dataset
Level of theory: wB97M-V/def2-TZVPD

Structure (ORCA input):
```
! RIJCOSX wB97M-V def2-TZVPD def2/J DEFGRID3
* xyz 0 1
Ir -0.202 0.299 0.256
C -2.697 5.357 -0.701
C -1.507 4.911 -0.142
C -1.056 3.630 -0.409
C -1.791 2.781 -1.234
C -2.978 3.237 -1.802
C -3.430 4.521 -1.530
P -1.075 1.158 -1.611
C -2.334 0.238 -2.534
C -2.047 -0.349 -3.760
C -2.987 -1.166 -4.377
C -4.211 -1.400 -3.774
C -4.501 -0.818 -2.545
C -3.565 -0.010 -1.926
C 0.281 1.474 -2.756
C 0.262 2.163 -3.939
C 1.449 2.254 -4.691
C 2.602 1.658 -4.255
C 2.652 0.957 -3.027
C 3.818 0.343 -2.514
C 3.776 -0.272 -1.296
C 2.593 -0.301 -0.523
C 1.426 0.267 -0.977
C 1.466 0.888 -2.260
H -3.052 6.358 -0.491
H -0.931 5.558 0.507
H -0.126 3.290 0.036
H -3.553 2.593 -2.455
H -4.357 4.867 -1.970
H -1.087 -0.189 -4.233
H -2.752 -1.627 -5.328
H -4.936 -2.046 -4.251
H -5.451 -1.009 -2.064
H -3.782 0.412 -0.951
H -0.649 2.627 -4.300
H 1.445 2.796 -5.628
H 3.504 1.729 -4.852
H 4.735 0.376 -3.089
H 4.668 -0.739 -0.898
H 2.631 -0.766 0.454
N -4.106 -7.845 -3.793
C -3.633 -6.936 -3.272
C -3.043 -5.800 -2.627
C -3.663 -5.227 -1.516
C -3.098 -4.127 -0.904
C -1.907 -3.572 -1.387
C -1.289 -4.164 -2.495
C -1.848 -5.266 -3.109
C -1.357 -2.402 -0.788
C -0.911 -1.354 -0.380
H -4.586 -5.651 -1.142
H -3.573 -3.676 -0.043
H -0.367 -3.739 -2.869
H -1.369 -5.718 -3.967
C 0.266 -3.411 4.463
C -0.347 -2.300 5.026
C -0.452 -1.115 4.319
C 0.068 -1.013 3.024
C 0.680 -2.134 2.465
C 0.773 -3.321 3.175
N -0.080 0.164 2.260
C -0.121 1.390 2.964
C 0.870 1.726 3.893
C 0.842 2.950 4.534
C -0.164 3.872 4.257
C -1.149 3.546 3.340
C -1.136 2.310 2.707
H 0.342 -4.336 5.019
H -0.758 -2.357 6.026
H -0.944 -0.262 4.768
H 1.064 -2.078 1.454
H 1.245 -4.178 2.713
H 1.661 1.016 4.102
H 1.617 3.193 5.250
H -0.180 4.830 4.761
H -1.947 4.245 3.122
H -1.927 2.036 2.017
*
```

Output
Largest force on an atom: 0.015 hartree/bohr
E_LUMO: -0.356 eV
Relative energy (zero: lowest compared OMol25 entry of this formula, charge and spin): 10.7 kcal/mol
Molar mass: 797.92 g mol⁻¹